The following is a DFT calculation (wB97M-V/def2-TZVPD) of a single C2H4N2O2S molecule at a distorted geometry.

## Properties
LUMO level	0.008	Eh
SMILES	O=CN(O)/C=N\S
largest force on an atom	5.59	eV/A
E_tot	-20045.4107	eV
2S+1	1
energy above the lowest of the compared OMol25 structures with the same formula, charge and spin	93.9	kcal/mol
E_HOMO	-0.33891	Eh

```
11
C2H4N2O2S wB97M-V/def2-TZVPD
O -0.122 1.902 0.487
C 0.734 1.141 0.105
N 0.595 -0.212 -0.097
O 1.715 -0.898 -0.312
C -0.378 -0.873 0.814
N -1.598 -0.750 0.684
S -2.787 0.007 -0.272
H 1.748 1.341 -0.336
H 1.824 -0.911 -1.419
H 0.227 -1.689 1.353
H -1.959 0.943 -1.007
```